{"formula": "C23H67BN6O8P", "method": "ωB97M-V with the def2-TZVPD basis set", "symbols": ["C", "C", "C", "O", "H", "O", "H", "C", "H", "N", "H", "H", "O", "H", "C", "H", "H", "H", "C", "C", "H", "H", "H", "C", "H", "H", "C", "H", "H", "O", "N", "H", "H", "C", "C", "H", "H", "O", "H", "H", "H", "H", "H", "O", "H", "H", "H", "H", "C", "O", "H", "C", "H", "H", "C", "H", "C", "H", "C", "H", "H", "H", "H", "H", "N", "H", "H", "H", "H", "H", "H", "H", "N", "H", "H", "N", "N", "H", "C", "H", "C", "H", "H", "H", "C", "O", "H", "H", "H", "C", "H", "H", "C", "C", "B", "H", "H", "H", "H", "H", "C", "H", "H", "H", "P", "H"], "xyz": [[-5.8359, -4.0527, 7.4839], [-2.2469, 2.1699, -0.5256], [-5.1275, -2.0618, 6.0095], [6.4090, -4.2637, -3.4012], [-2.3210, -1.0973, 3.1174], [-0.3366, 6.6891, 0.6693], [-0.4666, 3.0509, -3.0448], [4.5074, -1.5425, -3.6822], [-3.5673, 2.4424, 5.0955], [0.2502, 1.0975, 3.0101], [-3.0257, 1.8322, 3.5340], [-1.1661, -0.4624, -2.1170], [-1.7708, 0.8625, -0.7480], [0.2112, -4.0302, -5.2936], [-2.2947, -3.7145, -6.6266], [0.2455, 3.2002, -1.4292], [-1.8783, 4.2658, 2.0032], [0.6003, 0.7103, -3.1318], [-4.0273, -3.8401, 4.8482], [-0.8590, -1.5881, -6.3973], [9.3306, -1.0083, -3.4639], [-6.2743, -4.2585, 8.4598], [-3.9369, -1.4740, 8.3596], [0.2225, 1.1609, -2.2089], [1.0501, 1.3164, 3.5974], [0.1578, -0.8323, 3.7748], [0.3157, 2.6737, -2.3818], [-1.6818, -0.4305, 5.4232], [8.3786, 0.2550, -4.2076], [8.8721, -3.6692, -3.4292], [-1.1258, 4.6287, 2.5822], [-3.7801, -4.5917, 5.6006], [1.7660, -3.2050, -5.3313], [1.2918, 4.8892, 2.7743], [5.7854, -0.7828, -4.0119], [6.7800, -1.4288, -2.0197], [1.0746, 5.3187, 0.0295], [0.1601, -1.9674, -5.5015], [2.5656, -1.3141, -4.1590], [-1.4531, 2.8334, -0.1716], [0.6799, 1.0082, -0.2319], [7.7383, -2.4227, -5.8030], [-2.1384, 0.4268, 2.2324], [-3.9544, -2.5283, 5.3740], [1.2802, 2.9316, -2.8165], [-3.3366, -4.0163, -6.7326], [-2.9375, -1.6967, -6.7787], [-1.3513, 5.6124, 2.7015], [-0.5199, 0.0153, 3.6339], [7.3749, -3.2563, -5.4531], [-6.0038, -2.2350, 5.3691], [-1.5996, -0.4215, 2.6514], [1.4365, 4.0876, 3.4982], [8.5738, 0.1728, -2.4565], [-1.0447, 0.3751, 5.0299], [0.3446, 8.5916, 0.8105], [-3.0256, 1.6320, 4.6078], [5.6503, 0.2645, -3.7687], [0.7685, -3.2194, -5.7684], [-1.1445, -0.9424, 1.8097], [-6.1546, -1.9878, 7.8575], [-1.8410, -4.3906, -5.9038], [2.9471, -0.6033, -2.7811], [-0.9894, -0.5148, -6.2362], [3.2621, -0.7096, -3.7389], [-5.0160, -4.0488, 4.4295], [-1.8011, -3.8575, -7.5895], [-1.9085, -2.5311, -4.1926], [-0.1858, 0.4633, 5.7001], [-0.3208, 1.9408, 3.0377], [-0.5199, -1.7190, -7.4347], [0.2707, 3.4953, 1.5434], [-4.1772, -2.4575, 8.2798], [-1.8750, 0.9980, -2.8088], [-2.7019, 2.5925, -1.4271], [-2.6596, -2.1727, -4.7764], [1.1127, 0.7531, -1.1172], [-0.6240, 4.8800, -0.1280], [0.1374, 4.5405, 1.8407], [1.6265, 7.3657, 0.7718], [-1.2031, 0.6253, -2.0204], [-3.2872, -3.9114, 4.0521], [-4.9977, -0.9794, 6.0876], [-6.5928, -4.2550, 6.7238], [0.6293, 7.5984, 1.1566], [-1.7122, 1.6175, 5.1232], [4.4088, -2.3691, -4.3743], [6.1391, -3.9574, -2.5132], [-3.5438, 0.6873, 4.8048], [-5.3597, -2.6040, 7.4264], [-5.0167, -4.7573, 7.3508], [-3.0070, 2.1115, 0.2555], [-2.2203, -2.2596, -6.1730], [0.1023, 5.3506, 0.5393], [7.1040, -1.3834, -3.1993], [2.2247, 5.0170, 2.2231], [5.9330, -0.8937, -5.0842], [-3.3873, -2.8735, 7.7941], [0.8590, -3.4069, -6.8418], [-2.7436, -1.1963, -4.5095], [8.4262, -0.4167, -3.3532], [4.6209, -1.9713, -2.6902], [1.0973, 5.7977, 3.3436], [0.6548, 7.6168, 2.2487], [7.5455, -3.1595, -3.8287], [1.1583, -0.2615, -1.0888]], "atomic_forces_ev_per_a": [[-0.12, -0.02, 0.03], [0.01, -0.12, 0.15], [-0.04, 0.12, 0.03], [-0.48, 0.47, 0.38], [-0.01, 0.04, 0.04], [0.00, 0.04, 0.09], [-0.01, 0.01, 0.01], [0.10, 0.64, 0.02], [0.05, 0.00, 0.06], [0.02, 0.10, 0.26], [-0.10, -0.08, -0.03], [-0.01, -0.02, 0.04], [-0.12, 0.02, 0.09], [0.01, -0.10, -0.13], [-0.08, -0.03, -0.09], [-0.04, -0.06, 0.01], [0.01, -0.06, 0.03], [-0.01, -0.08, 0.01], [0.17, 0.07, -0.07], [-0.02, 0.21, -0.08], [0.31, -0.10, -0.03], [0.03, 0.01, 0.03], [-0.04, 0.00, 0.07], [0.06, 0.08, 0.19], [0.07, -0.03, -0.09], [0.02, 0.00, 0.05], [0.03, 0.05, -0.09], [-0.05, -0.01, -0.11], [-0.09, 0.23, -0.20], [0.72, -0.22, 0.11], [-0.06, -0.07, -0.17], [-0.10, -0.05, 0.00], [0.02, 0.07, -0.03], [0.07, -0.08, 0.03], [0.30, -0.94, 0.36], [0.05, -0.47, 0.13], [0.04, 0.00, 0.08], [0.02, -0.11, 0.02], [-0.35, 0.24, -0.11], [-0.02, 0.05, -0.09], [0.07, 0.07, 0.04], [-0.21, -0.48, 0.05], [0.00, 0.04, 0.03], [-0.02, -0.02, 0.02], [0.04, -0.03, 0.02], [-0.02, 0.01, 0.03], [0.02, 0.07, 0.00], [0.04, 0.01, 0.09], [-0.16, 0.13, -0.22], [-0.14, 0.47, -0.34], [0.00, -0.11, 0.03], [-0.05, -0.28, -0.08], [-0.03, 0.00, 0.02], [-0.04, 0.35, 0.19], [0.15, -0.09, 0.09], [-0.01, -0.01, -0.03], [0.05, 0.15, 0.00], [-0.01, 0.35, 0.02], [0.04, 0.03, 0.25], [0.03, 0.05, -0.03], [0.00, 0.07, -0.03], [0.07, 0.03, 0.02], [-0.05, 0.36, 0.03], [0.02, 0.02, 0.01], [0.13, -0.73, 0.01], [-0.03, -0.02, 0.03], [0.02, 0.00, 0.01], [-0.03, -0.07, 0.01], [0.00, 0.06, 0.01], [-0.04, -0.01, 0.01], [-0.04, -0.09, 0.00], [0.01, 0.00, -0.10], [-0.02, 0.13, -0.10], [0.04, 0.10, 0.02], [0.03, 0.05, -0.02], [0.05, 0.12, -0.04], [-0.22, -0.14, -0.05], [-0.02, 0.07, 0.00], [-0.01, 0.15, 0.05], [0.03, -0.02, 0.03], [0.09, -0.08, -0.20], [-0.01, 0.04, -0.03], [0.04, 0.01, -0.02], [0.01, 0.00, -0.02], [-0.12, 0.06, -0.04], [-0.04, -0.01, 0.05], [-0.08, -0.32, -0.15], [0.00, -0.37, -0.51], [0.01, -0.03, -0.05], [0.11, -0.13, 0.00], [0.04, 0.02, -0.05], [-0.03, -0.03, -0.02], [0.06, -0.14, 0.12], [0.02, -0.12, -0.11], [-0.58, 0.92, -0.39], [0.00, 0.00, -0.01], [0.10, 0.45, -0.39], [0.00, -0.07, 0.04], [-0.05, 0.01, -0.02], [-0.07, -0.01, -0.01], [-0.03, -0.65, -0.07], [-0.12, -0.16, 0.30], [-0.03, 0.04, -0.04], [0.10, -0.03, 0.00], [0.39, 0.02, 0.56], [0.13, 0.00, -0.03]], "orbital_gap_ev": 6.73, "total_charge": -1, "relative_energy_kcal_mol": 0.0, "homo_ev": -4.92, "total_energy_ev": -60224.825}